(1)
Computed, not measured: 2 unconnected molecules or ions with the total composition C3H2F2O in a non-equilibrium geometry, with the ωB97M-V functional and the def2-TZVPD basis.

Structure (XYZ):
```
8
C3H2F2O (the ωB97M-V functional and the def2-TZVPD basis)
C -1.560 1.149 0.414
C -0.551 0.673 -0.061
C 0.485 -0.228 -0.414
O 1.677 0.112 -0.048
F -0.240 -1.560 0.937
F 0.390 -1.105 -1.447
H -2.367 1.612 0.825
H 2.166 -0.653 -0.206
```

As for the spin multiplicity: 1. The net charge is 0. Its energy relative to the best compared isomer or geometry (same formula, charge and spin) is 3.449 eV. For the max |F|, the calculation gives 0.074 Eh/bohr. The calculation puts the HOMO-LUMO gap at 9.86 eV.

(2)
Computed, not measured: a molecular structure, C9H23ClGdIOP2 in a non-equilibrium geometry, with the ωB97M-V functional and the def2-TZVPD basis.

Structure (XYZ):
```
38
C9H23ClGdIOP2 (the ωB97M-V functional and the def2-TZVPD basis)
C -3.471 -2.694 -1.487
I -1.422 -1.730 -1.553
H -4.212 -2.111 -0.949
H -3.370 -3.671 -1.031
H -3.760 -2.847 -2.524
Gd 0.178 0.151 0.032
P 0.113 -1.041 2.582
C 0.974 -2.658 2.651
C 0.734 -0.300 4.142
H 0.603 -0.964 5.010
H -1.595 -2.140 3.961
H 0.203 0.649 4.320
H -2.226 -0.670 3.135
H 2.051 -2.492 2.515
H 1.803 -0.077 4.010
C -1.593 -1.565 3.021
H 0.780 -3.112 3.633
H -2.014 -2.183 2.210
H 0.605 -3.308 1.844
P 0.111 1.935 -2.166
C 1.098 1.293 -3.566
C -1.511 2.197 -2.978
H 0.314 4.138 -1.208
H 0.813 4.167 -2.937
H 1.899 3.481 -1.681
C 0.853 3.596 -1.998
H -2.191 2.694 -2.270
H -1.391 2.817 -3.879
H 0.982 1.997 -4.403
H 0.731 0.297 -3.848
H -1.948 1.223 -3.248
H 2.152 1.226 -3.265
C 1.711 -1.613 -0.690
O 2.489 -2.339 -1.143
Cl 3.218 1.334 -0.317
C 2.094 1.227 1.015
H 2.585 0.856 1.920
H 1.610 2.239 1.139
```

As for the spin multiplicity: 8. Its expectation value of S² is 16.11. The net charge is +2. For the max |F|, the calculation gives 0.130 Eh/bohr. The calculation puts the HOMO-LUMO gap (alpha / beta) at 7.02 / 6.65 eV.

(3)
Computed, not measured: a single C2H3N3 molecule in a non-equilibrium geometry, with the ωB97M-V functional and the def2-TZVPD basis.

Structure (XYZ):
```
8
C2H3N3 (the ωB97M-V functional and the def2-TZVPD basis)
N 0.860 -0.050 -0.454
C 0.149 0.984 0.041
N -0.794 0.550 0.849
C -0.599 -0.815 0.801
N 0.424 -1.190 0.054
H 1.534 -0.116 -1.194
H 0.373 2.000 -0.250
H -1.242 -1.622 0.490
```

As for the spin multiplicity: 1. The SMILES is c1nc[nH]n1. The net charge is 0. Its energy relative to the best compared isomer or geometry (same formula, charge and spin) is 1.304 eV. For the max |F|, the calculation gives 0.057 Eh/bohr. The calculation puts the HOMO-LUMO gap at 10.76 eV.

(4)
Computed, not measured: a molecular structure, C33H25Cl3N4O4PTa in a non-equilibrium geometry, with the ωB97M-V functional and the def2-TZVPD basis.

Structure (XYZ):
```
71
C33H25Cl3N4O4PTa (the ωB97M-V functional and the def2-TZVPD basis)
Ta -0.015 0.227 -0.300
C -0.343 1.864 -5.422
C -1.099 0.785 -4.986
C -1.412 0.656 -3.639
C -0.964 1.603 -2.732
C -0.208 2.694 -3.168
C 0.095 2.822 -4.512
N -1.241 1.454 -1.323
C -1.975 2.461 -0.677
C -2.919 3.273 -1.294
C -3.585 4.217 -0.538
C -3.323 4.394 0.830
C -2.383 3.611 1.448
C -1.722 2.643 0.684
N -0.694 1.827 1.136
N -0.230 1.942 2.285
C 0.884 1.110 2.494
C 1.598 1.246 3.661
C 2.736 0.472 3.834
C 3.116 -0.414 2.837
C 2.352 -0.504 1.693
N 1.252 0.248 1.521
H -0.106 1.970 -6.474
H -1.462 0.050 -5.693
H -2.040 -0.150 -3.302
H 0.126 3.437 -2.453
H 0.676 3.670 -4.851
H -3.131 3.154 -2.349
H -4.334 4.837 -1.015
H -3.858 5.149 1.388
H -2.142 3.717 2.497
H 1.257 1.958 4.400
H 3.322 0.562 4.739
H 3.994 -1.037 2.942
H 2.603 -1.195 0.896
O -0.162 -2.318 1.826
C -0.931 -2.035 0.964
O -1.304 -0.711 0.727
C -1.413 -2.918 -0.141
P -0.569 -2.169 -1.607
C 1.068 -2.924 -1.698
C 1.836 -2.639 -2.832
C 3.144 -3.081 -2.914
C 3.706 -3.786 -1.854
C 2.952 -4.062 -0.724
C 1.632 -3.634 -0.640
C -1.553 -2.755 -3.001
C -1.022 -3.619 -3.953
C -1.841 -4.094 -4.969
C -3.175 -3.719 -5.030
C -3.710 -2.872 -4.065
C -2.901 -2.388 -3.052
H -2.485 -2.784 -0.296
H -1.176 -3.966 0.011
H 1.410 -2.069 -3.652
H 3.728 -2.873 -3.802
H 4.732 -4.125 -1.914
H 3.382 -4.627 0.093
H 1.058 -3.868 0.248
H 0.011 -3.934 -3.904
H -1.432 -4.769 -5.710
H -3.805 -4.094 -5.826
H -4.756 -2.596 -4.101
H -3.330 -1.743 -2.291
Cl 3.165 0.996 -3.756
C 3.379 1.580 -2.105
Cl 4.708 0.731 -1.303
Cl 3.631 3.304 -2.079
C 2.128 1.203 -1.305
O 1.458 1.999 -0.635
O 1.745 -0.047 -1.319
```

As for the spin multiplicity: 1. The net charge is +2. Its energy relative to the best compared isomer or geometry (same formula, charge and spin) is 0.000 eV. For the max |F|, the calculation gives 0.058 Eh/bohr. The calculation puts the HOMO-LUMO gap at 6.49 eV.